{"formula": "C25H114F6MnN47O38S2", "method": "ωB97M-V/def2-TZVPD", "elements": ["Mn", "S", "S", "F", "F", "F", "F", "F", "F", "O", "O", "O", "O", "O", "O", "O", "O", "O", "O", "O", "O", "O", "O", "O", "O", "O", "O", "O", "O", "O", "O", "O", "O", "O", "O", "O", "O", "O", "O", "O", "O", "O", "O", "O", "O", "O", "O", "N", "N", "N", "N", "N", "N", "N", "N", "N", "N", "N", "N", "N", "N", "N", "N", "N", "N", "N", "N", "N", "N", "N", "N", "N", "N", "N", "N", "N", "N", "N", "N", "N", "N", "N", "N", "N", "N", "N", "N", "N", "N", "N", "N", "N", "N", "N", "C", "C", "C", "C", "C", "C", "C", "C", "C", "C", "C", "C", "C", "C", "C", "C", "C", "C", "C", "C", "C", "C", "C", "C", "C", "H", "H", "H", "H", "H", "H", "H", "H", "H", "H", "H", "H", "H", "H", "H", "H", "H", "H", "H", "H", "H", "H", "H", "H", "H", "H", "H", "H", "H", "H", "H", "H", "H", "H", "H", "H", "H", "H", "H", "H", "H", "H", "H", "H", "H", "H", "H", "H", "H", "H", "H", "H", "H", "H", "H", "H", "H", "H", "H", "H", "H", "H", "H", "H", "H", "H", "H", "H", "H", "H", "H", "H", "H", "H", "H", "H", "H", "H", "H", "H", "H", "H", "H", "H", "H", "H", "H", "H", "H", "H", "H", "H", "H", "H", "H", "H", "H", "H", "H", "H", "H", "H", "H", "H", "H", "H", "H", "H", "H", "H", "H", "H", "H", "H"], "xyz": [[-13.73247, 18.44172, -0.13504], [-16.61484, 19.90246, 1.09951], [-15.45374, 18.19912, 2.50103], [-18.12923, 17.47264, 1.01622], [-17.65505, 18.47720, -0.85942], [-14.98466, 18.77741, 5.17766], [-13.32311, 19.43037, 3.58157], [-15.25144, 20.46853, 4.09477], [-19.24567, 19.23485, 0.21612], [-13.53197, 24.29997, 1.83642], [-17.87272, 13.46435, 4.33904], [-8.39275, 19.02346, 3.18241], [-12.02315, 12.45057, 2.64466], [-13.29135, 16.70912, 10.64278], [-9.66893, 19.75786, 0.59793], [-10.00518, 18.99679, 8.13667], [-20.56959, 23.39842, -0.09546], [-17.59467, 25.16836, 4.42620], [-15.53806, 17.26857, -3.47866], [-18.20924, 22.52015, -3.98704], [-16.73241, 17.81265, 3.05981], [-20.02613, 22.48375, 6.13110], [-21.10334, 17.26401, -1.09873], [-11.59483, 21.70494, 1.83426], [-11.77865, 16.96062, 3.96812], [-12.75196, 22.90150, 7.81641], [-14.75644, 18.70346, 7.97002], [-13.06512, 20.44381, -0.14626], [-12.08395, 18.13173, 1.15164], [-17.07871, 20.33694, 2.41085], [-19.88247, 18.77664, 4.54260], [-14.02184, 20.46765, -4.79613], [-21.59932, 15.53209, 1.30645], [-19.35313, 19.37619, -5.08578], [-18.15481, 14.18745, -0.05236], [-14.61011, 17.01633, 2.31958], [-15.78257, 26.58795, -1.67100], [-14.78474, 19.10907, -2.04358], [-14.40204, 16.49609, -0.75970], [-16.45991, 20.97445, 0.10820], [-15.94193, 24.82136, 8.93276], [-22.71126, 22.00348, -0.83719], [-10.89267, 22.86760, 5.64081], [-13.51973, 23.04421, -1.67052], [-14.51101, 15.59461, 5.73682], [-14.30193, 12.81179, 6.33129], [-12.28827, 18.00621, -1.60879], [-12.25757, 25.13640, 3.34274], [-19.97165, 23.34535, -2.94023], [-11.05501, 12.68781, 0.59718], [-11.71252, 15.77844, 5.75949], [-7.91684, 19.59210, 5.33632], [-13.51250, 14.52665, -1.25679], [-16.72426, 18.00574, 7.32061], [-19.91256, 17.79582, 6.55208], [-13.26910, 15.59757, 8.66330], [-13.54833, 21.79104, 9.63508], [-21.80167, 15.76949, 3.50463], [-17.80583, 14.80345, -2.15182], [-15.10041, 14.55453, 0.20063], [-16.20670, 17.98712, 9.44579], [-18.09329, 24.35548, 2.42892], [-16.18049, 20.20286, -4.87336], [-17.31534, 26.34746, 2.55616], [-15.35606, 18.99465, 0.96399], [-18.41987, 22.47878, -1.79810], [-17.91490, 24.66318, 7.80895], [-17.03082, 13.19059, 2.28774], [-15.62561, 25.08401, -0.03832], [-16.02175, 24.61481, 6.75481], [-15.37642, 21.99679, -3.89191], [-14.09836, 24.17860, 4.01972], [-18.51671, 21.42346, 4.71739], [-16.14922, 16.63002, -5.55659], [-9.85650, 16.43417, 4.87689], [-19.71572, 14.23516, -1.55628], [-19.78570, 17.83647, -3.56295], [-6.63800, 20.21974, 3.70111], [-20.15045, 22.45300, 3.92926], [-18.85958, 14.46533, 2.61802], [-13.93123, 26.14789, -0.66792], [-18.61942, 17.04390, 4.88813], [-11.87248, 19.08474, 9.39565], [-15.00820, 15.23367, -4.24896], [-10.80111, 16.94617, -2.88553], [-11.81486, 15.17494, 10.21896], [-11.31575, 14.38466, 1.84297], [-20.80379, 17.71534, -5.33518], [-22.28029, 20.00269, -0.01529], [-14.55897, 21.53744, 7.67764], [-11.87364, 18.16847, 7.48543], [-21.48686, 17.52696, 2.22182], [-12.29991, 18.16791, -3.84950], [-21.24895, 20.55221, -1.76244], [-12.80556, 15.89898, 9.85601], [-18.52065, 14.37808, -1.19436], [-13.52463, 22.08845, 8.32577], [-18.82265, 22.77627, -2.97627], [-11.18411, 18.78520, 8.37505], [-14.35965, 15.28742, -0.60601], [-21.68318, 16.23129, 2.27606], [-22.13400, 20.92067, -0.89143], [-11.75764, 17.76325, -2.69130], [-19.51024, 17.89709, 5.27663], [-16.60516, 24.67606, 7.92430], [-17.86942, 13.74225, 3.10751], [-11.43004, 13.08259, 1.76060], [-19.55139, 22.20045, 5.03811], [-17.63536, 25.27685, 3.17270], [-7.74592, 19.61618, 4.03429], [-15.10514, 20.90581, -4.57970], [-15.18814, 25.97455, -0.89561], [-15.84398, 18.24987, 8.21789], [-13.32163, 24.54076, 3.02758], [-19.93019, 18.38914, -4.68015], [-11.14126, 16.41242, 4.79593], [-15.58564, 16.40610, -4.34879], [-14.61245, 19.29576, 3.90554], [-18.02681, 18.69863, 0.36962], [-15.89603, 15.90930, -6.21731], [-18.16773, 17.47222, 4.09276], [-11.24649, 15.35492, 6.54914], [-16.35770, 22.23592, -3.89127], [-20.30488, 23.77786, -3.78993], [-15.86478, 19.30615, -5.21444], [-11.45439, 17.74375, 6.67060], [-12.76840, 22.61006, -2.07457], [-13.83258, 24.17623, 4.99412], [-13.37221, 21.12849, -0.74052], [-21.86597, 19.08734, -0.11815], [-20.84332, 19.62930, -1.82406], [-15.20143, 13.58930, -0.07906], [-16.53512, 18.55150, 6.49207], [-21.07071, 22.83260, 4.09991], [-13.51549, 25.77790, 0.17491], [-17.16062, 20.42922, -4.96392], [-12.86879, 14.69415, 8.45431], [-17.16499, 13.62598, 1.38633], [-14.41953, 15.72193, 4.79255], [-18.95109, 22.63691, -0.95377], [-20.52087, 17.19510, -3.30165], [-16.62874, 25.11246, -0.15240], [-20.50313, 18.50020, 6.97063], [-21.18590, 18.01679, 1.39141], [-9.01889, 19.61348, 1.28556], [-15.04711, 19.94817, -2.42214], [-20.51158, 14.05167, -0.96209], [-15.06077, 24.90440, 6.86784], [-19.73902, 14.06779, -2.55204], [-11.71985, 14.81601, 2.66195], [-11.38685, 22.17579, 5.20101], [-10.51687, 16.52345, -2.01340], [-20.86591, 16.49355, -0.58273], [-18.82066, 14.57677, 1.61494], [-11.66445, 15.33889, 11.20415], [-16.46633, 12.38938, 2.53171], [-14.94833, 12.87662, 7.03428], [-7.50121, 20.38508, 5.80381], [-19.65125, 17.00693, 7.12608], [-15.76383, 15.00380, 0.81556], [-11.46995, 25.14399, 2.71052], [-20.82869, 21.14447, -2.46438], [-14.07202, 16.07440, 8.27853], [-12.13133, 25.68253, 4.18292], [-10.51132, 13.33307, 0.04208], [-15.06875, 18.45734, -2.68453], [-11.39368, 18.78321, 1.02781], [-13.27586, 23.96940, -1.64262], [-14.82430, 22.13855, 6.91059], [-10.95796, 22.35347, 1.53418], [-12.86344, 17.99929, 7.59390], [-20.68223, 23.78525, 0.77282], [-12.32615, 22.22385, 2.16913], [-13.09734, 18.78623, -3.80629], [-11.12976, 14.58820, 9.76456], [-21.49534, 17.12956, -4.88941], [-13.34321, 13.61389, -0.85889], [-21.96809, 17.05796, -1.45367], [-18.21611, 21.14855, 3.79318], [-11.77542, 18.06607, -4.70661], [-10.23953, 16.95050, -3.72500], [-22.03008, 14.79573, 3.64505], [-19.20187, 18.34472, -2.91416], [-6.64504, 20.52701, 2.73901], [-15.47685, 18.41357, 9.99857], [-17.39101, 26.35860, 1.54906], [-15.17108, 16.23489, 6.00247], [-15.05679, 23.93757, 3.81136], [-14.76949, 14.72519, -5.08834], [-14.26555, 13.69194, 5.95680], [-14.59674, 22.62883, -3.77911], [-12.60040, 20.91624, 0.54444], [-16.65309, 17.48626, -5.73843], [-12.82071, 18.79862, 9.59338], [-18.32180, 16.25188, 5.43970], [-9.34771, 16.96478, 4.18429], [-21.30514, 17.96485, 3.11363], [-11.24821, 14.94109, 1.00277], [-16.55986, 24.70162, 5.90452], [-12.69657, 15.55808, 5.70312], [-12.79935, 15.06812, -1.72403], [-15.04825, 24.54928, 0.59479], [-11.32745, 19.53158, 10.11910], [-17.05142, 27.14804, 3.11250], [-13.45448, 26.81154, -1.26153], [-17.91617, 21.04401, 5.43536], [-5.96713, 20.57618, 4.36668], [-11.26337, 11.70845, 0.46473], [-21.43735, 23.06540, -0.32423], [-8.58879, 18.92543, 5.68865], [-22.75493, 20.24528, 0.84259], [-18.30354, 24.41217, 1.44268], [-18.33090, 15.18032, -2.92795], [-11.91635, 17.76669, 2.02048], [-17.60992, 17.73424, 7.72310], [-16.86332, 15.05504, -1.89014], [-14.39130, 21.28056, 9.85622], [-17.53871, 21.99163, -1.71846], [-19.52533, 14.87043, 3.26050], [-18.46137, 24.63444, 8.65786], [-14.76003, 20.55027, 7.74955], [-20.46408, 23.56446, -2.08606], [-21.83681, 16.42727, 4.27026], [-18.41167, 23.54181, 2.93555], [-17.20002, 17.82351, 9.52736], [-14.74217, 14.92485, -3.32486], [-12.84644, 21.91675, 10.35038], [-9.75367, 20.70977, 0.54385], [-18.37446, 24.52043, 6.92096], [-21.01668, 18.05175, -6.26341], [-9.41076, 15.94807, 5.64182], [-20.08752, 21.80235, 3.15932], [-11.48278, 23.18729, 6.32331]], "atomic_forces_ev_per_a": [[0.671, -0.581, -1.659], [-3.660, 4.461, -3.042], [1.586, -4.008, 0.889], [-0.129, 2.011, -1.021], [1.100, -0.694, -1.212], [2.268, -1.156, -2.403], [-1.703, -0.177, 1.319], [1.479, 0.235, -1.578], [0.172, 0.241, 1.424], [-0.867, -0.990, -1.402], [0.394, 0.598, -0.758], [-1.523, -0.595, -0.723], [1.038, -0.530, -0.844], [-0.539, 0.766, -0.108], [-0.406, -0.124, -0.575], [2.019, 0.791, 0.817], [1.120, 0.515, 0.538], [0.332, -0.173, -0.805], [-0.982, -0.940, 0.137], [1.350, -0.391, -2.195], [1.014, 1.296, -0.608], [1.049, 0.316, 0.244], [0.113, 0.636, -0.401], [0.004, -0.501, -0.087], [-2.885, 2.452, -4.682], [-0.045, -0.082, -0.149], [2.939, 1.025, -0.689], [-0.026, 0.047, -0.423], [-0.221, -0.249, 0.024], [0.691, -0.807, -1.423], [-1.316, 1.888, -1.346], [4.257, -1.352, -0.682], [-0.302, -2.228, -2.808], [1.087, 0.960, -0.597], [1.320, -0.130, 1.673], [0.104, 1.679, 0.100], [-4.244, 3.026, -4.637], [0.419, 1.065, 1.084], [-0.462, 1.072, 0.230], [-0.573, -1.764, 1.140], [-0.053, -0.185, 1.409], [-0.115, 1.037, -0.120], [0.494, 0.299, -0.737], [-0.053, -0.562, 0.061], [-0.074, -0.132, 0.092], [0.474, -0.442, 0.187], [1.021, -0.315, 0.552], [5.854, 3.416, 1.852], [-5.068, 2.590, -1.517], [0.845, -2.962, -3.369], [-2.478, -3.112, 3.566], [-0.845, -0.375, 1.320], [2.140, -0.998, -2.237], [-2.370, -0.977, -2.974], [-0.931, -0.232, 2.217], [-0.251, -0.535, -1.645], [-0.543, -1.062, 1.063], [-0.555, -1.131, 2.527], [4.213, 1.513, -3.478], [-1.559, -0.208, 1.040], [-0.030, -0.412, 1.130], [-1.950, -5.149, -2.453], [-1.636, -3.015, -1.426], [1.456, 4.097, -1.717], [-1.267, -1.272, 5.136], [3.109, -2.030, 4.460], [-3.051, -0.210, 1.082], [1.748, 0.080, -2.552], [-3.751, -1.544, 0.753], [2.562, -0.679, -2.628], [0.641, 1.452, 0.685], [-2.476, -0.876, 1.516], [3.453, -1.335, 1.846], [0.051, -0.520, -0.084], [4.428, 0.346, -0.090], [-6.749, -1.203, -2.527], [1.985, -1.913, 6.740], [2.604, 2.338, -1.972], [-4.163, 2.494, -4.519], [-0.322, 1.167, -1.292], [6.120, 1.142, -0.287], [1.630, -1.718, -0.968], [-1.159, 2.478, 5.628], [1.009, -2.350, 0.578], [4.125, -3.367, 1.208], [4.394, -2.460, 3.405], [0.456, 4.026, 1.206], [-4.167, -1.944, -5.099], [-1.717, -3.390, 4.619], [-0.978, 0.268, -1.330], [-3.194, -2.834, -4.261], [-0.030, 3.265, 0.527], [-0.555, 0.988, -0.465], [3.266, -0.456, -4.483], [-2.913, 2.610, 0.499], [1.102, -0.276, 4.456], [1.405, 1.654, 0.754], [0.831, -0.295, -0.952], [2.674, -0.506, -2.730], [-0.553, 0.601, 1.132], [1.129, 0.231, -0.518], [-0.317, 2.195, -0.679], [-4.503, 2.345, -1.327], [-0.843, 0.726, 1.471], [0.349, 0.685, 1.182], [-1.848, -1.518, 6.298], [-3.327, 0.258, 3.855], [0.589, -2.196, 2.617], [-0.130, 0.580, 5.052], [-0.124, -1.559, -0.102], [-2.111, 1.063, 0.832], [1.951, -1.636, 2.944], [1.063, 0.173, 1.475], [-2.182, -1.382, -1.752], [0.924, 3.084, -2.530], [0.584, -0.619, 1.113], [-0.225, 2.880, -0.641], [-2.049, 0.842, 1.219], [0.098, -0.538, 0.641], [-0.882, 0.761, -0.639], [0.612, -1.284, -0.257], [0.153, 0.173, -0.395], [-0.289, 0.973, 0.257], [-0.035, -0.185, 0.156], [-0.564, 0.097, -0.158], [0.032, 0.524, 0.551], [0.331, -0.063, -0.357], [0.167, 0.126, -0.246], [-0.488, 0.357, -0.292], [-0.081, 0.242, 0.071], [-0.314, 0.045, 0.623], [-0.387, 0.125, 0.714], [-1.066, -0.435, -0.383], [-0.069, 0.083, -0.419], [0.264, 0.199, -0.161], [0.060, 0.483, 0.313], [-1.234, 0.040, -1.487], [0.725, -1.331, -0.628], [-0.123, 0.121, -0.665], [-0.034, 0.073, -0.225], [0.874, 0.256, 0.992], [-0.039, -1.305, 0.767], [-0.011, -0.164, -0.339], [0.053, -0.567, 0.256], [0.366, -0.361, 0.821], [-0.133, 0.582, 0.176], [0.404, -0.329, 0.053], [-0.044, 0.001, -0.666], [-1.377, -0.118, 0.236], [0.094, 0.218, -0.213], [-0.081, -0.261, 0.038], [0.959, -0.034, -0.434], [-0.033, -0.485, 0.710], [-1.015, 0.495, 0.100], [0.582, -0.254, -0.075], [-0.120, 0.504, -0.021], [-0.260, -0.028, 0.066], [-0.656, -0.652, 0.838], [-0.191, 0.164, -0.186], [-0.046, -0.258, -0.117], [-0.445, 0.185, -0.032], [-0.673, 0.494, 0.063], [0.293, -0.624, -0.083], [-0.047, -0.516, 0.078], [0.065, -1.048, -0.258], [-0.301, -0.804, -0.337], [0.950, 0.592, -0.357], [-0.070, 0.606, 0.237], [-0.291, -0.716, -0.309], [0.119, 0.304, 0.003], [0.202, 0.132, -0.047], [0.001, 0.234, 0.213], [-0.431, 0.511, 0.175], [0.132, 0.438, -0.393], [-0.586, 0.311, -0.422], [0.226, 0.183, -0.362], [0.654, 0.183, -0.336], [-0.435, -0.108, 0.098], [-0.448, 0.302, 0.104], [-0.453, 0.224, 0.100], [-0.038, -0.254, 0.450], [0.027, 0.289, 0.050], [-0.260, -0.525, 0.542], [0.710, 0.042, 0.233], [-0.868, -0.549, 1.610], [0.324, 0.661, 0.334], [-0.316, 0.276, 0.149], [0.096, -0.042, 0.093], [-0.079, -0.309, 0.596], [-0.263, 0.253, -0.097], [-0.614, 0.279, 0.233], [0.642, 0.310, 0.780], [0.218, -0.332, -0.312], [0.387, -0.140, -0.202], [0.376, 0.084, -0.529], [0.268, 0.018, 0.195], [0.265, 0.656, -0.297], [-0.018, 0.127, 0.460], [0.336, 0.364, -0.270], [0.168, 0.422, 0.202], [0.259, -0.538, -0.124], [-0.401, -0.100, 0.152], [-0.477, -0.038, 0.162], [0.002, -0.047, -0.473], [0.130, -0.055, 0.423], [-0.282, 0.254, 0.078], [-0.249, 0.058, -0.347], [0.763, 0.082, -0.888], [-1.244, -0.625, -0.340], [-0.127, 0.741, 0.787], [-0.187, -0.338, -0.285], [0.195, 0.116, 0.297], [1.127, 0.484, -0.109], [-0.189, -0.467, 0.981], [-0.348, 0.457, -1.414], [-0.108, 0.380, -0.685], [0.393, 0.179, 0.624], [-0.139, 0.049, 0.214], [0.252, 0.008, -0.417], [0.023, -0.025, -0.343], [-0.016, 0.081, -0.213], [0.363, 0.134, -0.146], [-0.190, -0.486, 0.043], [-0.175, -0.023, -0.290], [0.508, 0.319, 1.622], [0.473, -0.088, -0.386], [0.009, 0.251, -0.685], [-0.097, 0.092, -0.067], [-0.007, -0.068, 0.259], [-0.255, -0.125, 0.162], [0.327, 0.288, -0.499], [-0.058, 0.067, 0.208], [-0.392, -0.161, 0.725]], "lowdin_charge": [0.8365, 0.6178, 0.7269, 0.0827, 0.1403, 0.0522, 0.1627, 0.0966, 0.1212, -0.0178, -0.0517, 0.0083, 0.0258, 0.0073, -0.0325, 0.0056, -0.0582, -0.0228, 0.0225, 0.0318, -0.3141, 0.0363, -0.0514, -0.0190, 0.0605, 0.0044, -0.0008, -0.0471, -0.0549, -0.3176, 0.0280, 0.0381, 0.0296, 0.0573, 0.0194, -0.3007, 0.1133, -0.0601, 0.0026, -0.2818, 0.0245, 0.0197, -0.0687, -0.0364, -0.0389, -0.0576, -0.0266, 0.2009, 0.1887, 0.1595, 0.1796, 0.2022, 0.1872, 0.2049, 0.1663, 0.1898, 0.1741, 0.1823, 0.2183, 0.2135, 0.2160, 0.2041, 0.1928, 0.2014, -0.3181, 0.1997, 0.1855, 0.1785, 0.1771, 0.1503, 0.1965, 0.2247, 0.1727, 0.1896, 0.2152, 0.2037, 0.1747, 0.1618, 0.1468, 0.1838, 0.1606, 0.1984, 0.1990, 0.1903, 0.1910, 0.1763, 0.1703, 0.1696, 0.1890, 0.1687, 0.1859, 0.2018, 0.2069, 0.2093, -0.7828, -0.7925, -0.6805, -0.8038, -0.8157, -0.7086, -0.7699, -0.7622, -0.6883, -0.7830, -0.7828, -0.7377, -0.7810, -0.7590, -0.7682, -0.7504, -0.8025, -0.8743, -0.7990, -0.7676, -0.8396, -0.8490, -0.6760, -0.4684, -0.5626, 0.1080, 0.0682, 0.1203, 0.0599, 0.1358, 0.0803, 0.0777, 0.0469, 0.1026, 0.0406, 0.0578, 0.0749, 0.1263, 0.1073, 0.1290, 0.0832, 0.0837, 0.1102, 0.0363, 0.0563, 0.0740, 0.0896, 0.0947, 0.1208, 0.0701, 0.0051, 0.0440, 0.1405, 0.1042, 0.1291, 0.0958, 0.0128, 0.1287, 0.0120, 0.0535, 0.1284, 0.1355, 0.0293, 0.1244, 0.1001, 0.1017, 0.1327, 0.1022, 0.0953, 0.1361, 0.1164, -0.0390, 0.0279, 0.0274, 0.0843, 0.0621, 0.0613, 0.0487, 0.0332, 0.0674, 0.1255, 0.1157, 0.1118, 0.0678, 0.0520, 0.1184, 0.1332, 0.1309, 0.1137, 0.1169, 0.1286, 0.1074, 0.0398, 0.1088, 0.1199, -0.0277, 0.1028, 0.0177, 0.1078, 0.0816, 0.1192, 0.1035, 0.0762, 0.0959, 0.0412, 0.0653, 0.1138, 0.0705, 0.1301, 0.1383, 0.1259, 0.1076, 0.1184, 0.1308, -0.0105, 0.0983, 0.1331, 0.1088, 0.1188, 0.0315, 0.0967, 0.1064, 0.0984, 0.0898, 0.0798, 0.1180, 0.0511, 0.0834, 0.1091, 0.0810, 0.1232, 0.0856, 0.1165, 0.0279, 0.0852, 0.1295, 0.1285, 0.1168, -0.0218], "homo_lumo_gap_ev": [8.1, 8.1], "homo_ha": [-0.3758, -0.3758], "multiplicity": 6, "total_charge": 1, "lumo_energy_ha": [-0.078, -0.078], "e_tot_ha": -9000.756376}